(1)
{"formula": "C11H16FIN2O3", "method": "ωB97M-V/def2-TZVPD", "total_charge": 0, "homo_lumo_gap_ev": 3.0349, "e_homo_ha": -0.2108, "species": ["C", "O", "C", "O", "C", "C", "C", "C", "F", "N", "C", "C", "C", "C", "I", "C", "N", "H", "H", "H", "H", "H", "H", "H", "H", "H", "H", "H", "H", "H", "H", "H", "O", "H"], "xyz": [[-0.092715, -4.661320, 1.602138], [-0.836753, -3.376706, 1.547610], [-0.655546, -2.781739, 0.195635], [-0.467009, -3.659319, -0.807334], [-0.732875, -1.166088, -0.111692], [-2.236275, -0.583176, -0.531068], [-3.581085, -1.521063, -0.640283], [-2.333324, 1.022342, -0.853251], [-3.658319, 1.605108, -1.234376], [-1.125366, 1.929553, -0.807706], [0.305748, 1.470650, -0.455168], [1.455778, 2.634212, -0.522776], [2.689562, 2.481049, 0.539588], [4.043096, 1.753054, -0.121236], [5.486701, 3.169121, -0.955654], [0.521255, -0.110911, -0.083751], [1.885967, -0.641288, 0.291776], [-0.672469, -5.535370, 1.057489], [1.000027, -4.541648, 1.166592], [0.005486, -4.969692, 2.744542], [-4.507721, -0.948032, -0.151927], [-3.874356, -1.805552, -1.761120], [-3.475375, -2.518956, -0.013374], [-1.295866, 2.953468, -1.047734], [0.903183, 3.655645, -0.243570], [1.813858, 2.796409, -1.650054], [2.375354, 1.976893, 1.564148], [3.045304, 3.583887, 0.816726], [4.509871, 0.975857, 0.653969], [3.620367, 1.078186, -1.010128], [2.210103, -0.195431, 1.202123], [1.888835, -1.665468, 0.494130], [-4.234740, 4.224024, -0.284445], [-3.980701, 3.372299, -0.589820]], "atomic_forces_ev_per_a": [[0.545, -1.623, 0.668], [1.706, 1.587, -3.590], [0.565, -5.107, -3.528], [-0.953, 6.101, 5.934], [-1.920, 3.681, -0.659], [2.468, 2.124, -0.107], [-0.400, 0.286, 0.471], [0.873, -1.707, 0.299], [5.432, -2.390, 1.334], [-0.526, -3.313, 0.519], [-1.913, -2.926, 0.040], [-1.022, 0.666, 0.170], [1.194, 0.954, -0.022], [-2.385, -2.235, 0.262], [-0.794, -0.808, 0.563], [-2.378, 0.395, -0.191], [-2.059, 1.121, 1.054], [1.258, 2.059, 0.953], [-2.437, -0.244, 0.765], [-0.404, 1.017, -2.423], [2.204, -1.049, -1.201], [0.948, 0.811, 2.471], [0.157, 2.145, -1.382], [0.036, -1.535, 0.574], [0.991, -2.306, -0.579], [-0.605, -0.666, 2.501], [0.502, 0.945, -2.283], [-1.010, -2.383, -0.520], [-0.648, 2.109, -1.737], [1.266, 1.548, 1.847], [-0.617, -0.496, -1.682], [-0.453, 1.131, -0.548], [0.373, 0.940, 0.379], [0.004, -0.832, -0.350]]}

(2)
{"formula": "C6H10N2", "method": "ωB97M-V/def2-TZVPD", "total_charge": 0, "e_above_lowest_ev": 4.1743, "homo_lumo_gap_ev": 9.5802, "e_homo_ha": -0.3112, "smiles": "[H]/N=N/[C@H](C)[C@H](C)C#C", "species": ["C", "C", "C", "C", "N", "N", "C", "C", "H", "H", "H", "H", "H", "H", "H", "H", "H", "H"], "xyz": [[-0.352973, -0.501337, -0.434197], [0.262597, 0.594234, 0.352792], [-0.259292, -1.901504, 0.130760], [0.180869, 1.983983, -0.249050], [-1.972207, -0.067875, -0.453354], [-2.512591, 0.166993, 0.616932], [1.837442, 0.096584, 0.310279], [2.917148, -0.310040, -0.044635], [-0.093158, -0.467125, -1.495415], [-0.051143, 0.572112, 1.397858], [-3.543551, 0.230227, 0.508728], [0.660533, -2.375112, -0.201046], [-1.153397, -2.454760, -0.165509], [-0.283904, -1.893892, 1.218947], [0.860608, 2.653816, 0.273643], [0.461410, 1.967760, -1.301138], [-0.843270, 2.344296, -0.159473], [3.884878, -0.638362, -0.306122]], "atomic_forces_ev_per_a": [[-3.562, 1.062, 0.427], [4.686, -1.051, 0.259], [-0.489, 0.263, 0.165], [-0.097, -0.123, 0.070], [0.483, -1.286, -1.049], [1.085, -0.638, 0.637], [-2.150, 1.060, -0.215], [-0.788, 0.395, 0.459], [-0.092, 0.116, 0.224], [-0.106, -0.048, -0.150], [0.445, 0.405, -0.508], [-0.110, -0.158, -0.046], [0.271, -0.219, -0.284], [0.145, 0.146, 0.104], [-0.105, 0.079, 0.015], [-0.004, -0.016, -0.033], [0.058, 0.155, -0.034], [0.329, -0.143, -0.043]]}

(3)
{"formula": "C5H16N3", "method": "ωB97M-V/def2-TZVPD", "total_charge": 1, "e_above_lowest_ev": 1.4373, "homo_lumo_gap_ev": 10.3056, "e_homo_ha": -0.4808, "species": ["N", "C", "C", "C", "H", "H", "H", "H", "H", "H", "H", "C", "N", "C", "N", "H", "H", "H", "H", "H", "H", "H", "H", "H"], "xyz": [[-1.790237, -0.213343, -0.147640], [-2.465531, 0.361252, 1.045709], [-1.155272, 1.159593, 3.001021], [-1.628818, 0.155303, 2.280296], [-2.310057, 0.036571, -0.983600], [-1.864627, -1.226437, -0.084756], [-3.440231, -0.107659, 1.183454], [-2.615794, 1.433035, 0.898166], [-0.594670, 0.989711, 3.910167], [-1.356806, 2.197335, 2.757359], [-1.419578, -0.860848, 2.596332], [1.508250, -0.388728, -2.123245], [2.561881, -1.088483, -2.843657], [1.850524, -0.384017, -0.647593], [0.871292, 0.472975, 0.109577], [0.518308, -0.839217, -2.250464], [1.462467, 0.636598, -2.489088], [2.456639, -2.091486, -2.765424], [2.553341, -0.845884, -3.824364], [2.847742, -0.004129, -0.450445], [1.782792, -1.369040, -0.198624], [1.032412, 0.456408, 1.116588], [0.927984, 1.446709, -0.185890], [-0.164428, 0.142922, -0.040849]], "atomic_forces_ev_per_a": [[-0.045, -0.211, 0.128], [0.103, -0.049, 0.229], [0.063, 0.136, 0.247], [-0.001, 0.189, -0.229], [0.059, 0.053, -0.027], [0.020, 0.000, -0.072], [-0.115, 0.077, 0.020], [0.000, -0.124, -0.103], [0.050, -0.052, 0.015], [-0.041, -0.032, -0.090], [-0.088, -0.135, -0.048], [0.236, -0.304, -0.103], [-0.137, 0.137, 0.152], [-0.138, 0.330, 0.538], [-0.253, -0.206, -0.097], [-0.153, 0.088, -0.054], [-0.015, 0.089, -0.021], [0.042, -0.022, -0.070], [0.039, -0.054, -0.020], [0.117, 0.057, -0.189], [-0.001, -0.239, -0.082], [0.052, -0.014, -0.014], [0.025, -0.001, -0.033], [0.182, 0.286, -0.076]]}